Entry 1:
ORCA calculation (ωB97M-V/def2-TZVPD) on a molecular structure, C5H11N4O2.

The geometry in ORCA input format:
```
! wB97M-V def2-TZVPD RIJCOSX def2/J DEFGRID3
* xyz -1 1
C -0.341 1.291 1.579
C -1.545 0.534 0.835
C 0.202 -0.197 -0.599
C -0.008 0.744 -1.783
C -0.698 -1.747 1.018
N 1.132 -1.178 -0.860
N 0.795 1.050 0.753
N -0.976 -0.594 0.136
N 2.267 -0.990 -1.446
O 2.660 0.140 -1.841
O 2.957 -2.008 -1.602
H -0.844 2.380 1.644
H -0.024 0.793 2.603
H -2.319 0.404 1.638
H -2.084 1.139 0.084
H -0.878 1.362 -1.708
H -0.342 0.045 -2.718
H 0.982 1.098 -2.032
H -1.495 -1.876 1.618
H -0.407 -2.720 0.523
H 0.094 -1.604 1.850
H 0.871 1.934 0.305
*
```

Values from the calculation:
orbital gap	0.284	Ha

=====

Entry 2:
ORCA calculation (ωB97M-V/def2-TZVPD) on 2 unconnected molecules or ions with the total composition C5H11N4O2.

The geometry in ORCA input format:
```
! wB97M-V def2-TZVPD RIJCOSX def2/J DEFGRID3
* xyz 1 1
C -3.667 -0.462 -0.383
C -3.049 0.784 -0.501
C 2.949 -0.722 -0.773
C -0.769 1.323 0.456
C 1.746 -0.046 -0.021
N -2.803 -1.364 0.031
N -1.722 -0.784 0.362
N -1.788 0.533 0.094
N 0.892 0.633 -0.844
O 2.176 0.744 0.988
O 0.949 -1.108 0.601
H -4.708 -0.655 -0.468
H -3.453 1.767 -0.542
H 3.789 -0.022 -0.591
H 2.842 -1.029 -1.832
H 3.168 -1.686 -0.160
H -0.761 2.416 0.259
H -0.064 1.103 1.362
H -0.813 -1.267 0.462
H 1.126 1.563 -1.127
H 2.433 0.134 1.781
H 1.527 -1.852 0.844
*
```

Values from the calculation:
orbital gap (spin up / spin down)	0.282 / 0.296	Ha

=====

Entry 3:
ORCA calculation (ωB97M-V/def2-TZVPD) on a gas-phase ion, C5H11N4S (charge +1).

The geometry in ORCA input format:
```
! wB97M-V def2-TZVPD RIJCOSX def2/J DEFGRID3
* xyz 1 1
C 0.792 1.106 -0.283
C 0.229 -0.206 0.492
C 1.018 -1.310 -0.219
C 1.500 2.117 0.533
C -1.123 -0.598 0.265
N 1.679 0.435 -1.211
N 1.904 -0.825 -1.049
N -3.483 -1.544 0.949
N 0.718 -2.539 0.175
S -2.129 -0.849 1.585
H -0.007 1.517 -0.878
H 0.344 -0.253 1.703
H 2.254 1.574 1.217
H 0.868 2.811 1.085
H 2.158 2.667 -0.114
H -1.555 -0.778 -0.726
H 2.587 0.969 -1.475
H -4.228 -0.913 0.795
H -3.965 -2.294 1.479
H 0.141 -2.555 1.010
H 0.879 -3.328 -0.341
*
```

Values from the calculation:
orbital gap (spin up / spin down)	0.186 / 0.198	Ha

=====

Entry 4:
ORCA calculation (ωB97M-V/def2-TZVPD) on a gas-phase ion, C5H11N5 (charge +2).

The geometry in ORCA input format:
```
! wB97M-V def2-TZVPD RIJCOSX def2/J DEFGRID3
* xyz 2 1
N 1.650 0.305 2.047
C 0.943 -0.112 1.048
N 1.251 -1.229 0.401
C 0.547 -1.538 -0.854
N 0.532 -0.314 -1.605
C -0.247 0.854 -1.124
N -1.701 0.712 -1.209
C -2.216 0.535 -0.059
N -1.380 0.473 0.945
C -0.039 0.808 0.412
H 1.445 1.148 2.557
H 2.371 -0.296 2.491
H 2.135 -1.725 0.741
H -0.394 -2.030 -0.678
H 1.117 -2.226 -1.477
H 0.369 -0.319 -2.619
H 0.333 1.673 -1.617
H -2.083 0.572 -2.129
H -3.344 0.317 0.109
H -1.591 0.523 1.873
H 0.301 1.868 0.749
*
```

Values from the calculation:
SMILES	[NH2+]=C1NCN[C@H]2[NH+]=CN[C@@H]12
orbital gap	0.378	Ha

=====

Entry 5:
ORCA calculation (ωB97M-V/def2-TZVPD) on a gas-phase ion, C5H11N6 (charge +1).

The geometry in ORCA input format:
```
! wB97M-V def2-TZVPD RIJCOSX def2/J DEFGRID3
* xyz 1 1
H -2.753 -1.479 0.608
N -2.084 -0.829 1.019
C -2.037 0.312 0.479
N -2.733 0.941 -0.456
N -1.028 1.160 1.116
C 0.202 1.328 0.631
N 0.979 2.261 1.138
N 0.426 0.595 -0.442
C 1.157 -0.470 -0.645
C 1.114 -0.919 -2.067
N 2.113 -1.033 0.153
C 1.996 -2.035 0.969
H -2.374 1.528 -1.092
H -3.300 0.203 -0.923
H -1.544 1.809 1.727
H 1.824 2.331 0.632
H 0.744 2.741 1.958
H 0.905 -1.933 -2.008
H 2.159 -0.972 -2.470
H 0.397 -0.324 -2.589
H 0.973 -2.527 1.019
H 2.861 -2.685 1.244
*
```

Values from the calculation:
SMILES	[H]/N=C(\N)NC(=[NH2+])/N=C(/C)N=C
orbital gap	0.375	Ha

=====

Entry 6:
ORCA calculation (ωB97M-V/def2-TZVPD) on a molecular structure, C5H11NO.

The geometry in ORCA input format:
```
! wB97M-V def2-TZVPD RIJCOSX def2/J DEFGRID3
* xyz -1 2
C 0.059 -2.411 1.150
O -1.326 1.940 2.229
C -0.326 -1.055 1.234
C -0.242 -0.129 0.230
C 0.646 -0.286 -0.954
C -0.060 0.169 -2.289
N 1.192 0.724 -2.277
H 0.628 -2.791 0.304
H -0.005 -2.944 2.093
H -1.073 2.216 3.127
H -0.892 -0.885 2.149
H 1.337 3.226 -0.004
H -0.871 0.749 0.371
H 1.597 2.971 0.641
H 1.564 0.471 -1.062
H 1.032 -1.288 -1.123
H -0.946 0.850 -2.130
H -0.201 -0.616 -3.032
*
```

Values from the calculation:
orbital gap (spin up / spin down)	0.232 / 0.203	Ha

=====

Entry 7:
ORCA calculation (ωB97M-V/def2-TZVPD) on a single C5H11NO molecule.

The geometry in ORCA input format:
```
! wB97M-V def2-TZVPD RIJCOSX def2/J DEFGRID3
* xyz 0 1
C 0.546 1.511 -1.596
C 0.310 0.037 -1.919
C -0.987 -0.498 -1.250
C -0.886 -0.947 0.199
N -0.582 0.148 1.095
C 0.422 0.109 2.014
O 1.339 -0.683 1.989
H 1.449 1.983 -2.023
H -0.162 2.123 -2.189
H 0.596 1.604 -0.508
H 1.159 -0.620 -1.653
H 0.046 -0.228 -3.001
H -1.731 0.352 -1.283
H -1.623 -1.141 -1.854
H -1.836 -1.271 0.620
H -0.229 -1.820 0.224
H -1.095 0.995 0.950
H 0.478 0.962 2.731
*
```

Values from the calculation:
SMILES	CCCCNC=O
orbital gap	0.385	Ha

=====

Entry 8:
ORCA calculation (ωB97M-V/def2-TZVPD) on 2 unconnected molecules or ions with the total composition C5H11NO.

The geometry in ORCA input format:
```
! wB97M-V def2-TZVPD RIJCOSX def2/J DEFGRID3
* xyz 0 1
C 1.746 -1.042 0.651
C 0.359 -1.341 0.089
C -0.671 -1.528 1.103
N -0.439 1.107 0.590
C -0.599 1.002 -0.677
O -0.464 -0.193 -1.223
C -0.847 2.216 -1.577
H 2.433 -1.911 0.718
H 2.176 -0.340 -0.051
H 1.707 -0.575 1.643
H 0.324 -2.075 -0.698
H -0.283 -2.553 1.302
H -1.666 -1.536 0.656
H -0.602 -0.907 1.999
H -0.467 2.070 0.887
H -0.135 2.234 -2.407
H -0.719 3.142 -0.999
H -1.853 2.230 -2.007
*
```

Values from the calculation:
orbital gap	0.370	Ha

=====

Entry 9:
ORCA calculation (ωB97M-V/def2-TZVPD) on a single C5H11NO molecule.

The geometry in ORCA input format:
```
! wB97M-V def2-TZVPD RIJCOSX def2/J DEFGRID3
* xyz 0 1
C 1.803 0.703 0.990
C 1.408 -0.717 0.612
N 0.033 -0.662 0.256
C -0.947 -1.610 -0.063
C -0.630 -0.271 -0.910
C -1.709 0.778 -0.885
O -1.266 2.118 -0.953
H 2.843 0.762 1.314
H 1.151 1.057 1.797
H 1.664 1.368 0.128
H 2.076 -1.128 -0.165
H 1.450 -1.387 1.477
H -0.861 -2.506 -0.672
H -1.602 -1.787 0.815
H -0.004 -0.215 -1.835
H -2.348 0.635 -1.765
H -2.308 0.575 0.010
H -0.753 2.287 -0.153
*
```

Values from the calculation:
SMILES	CCN1C[C@H]1CO
orbital gap	0.358	Ha

=====

Entry 10:
ORCA calculation (ωB97M-V/def2-TZVPD) on a single C5H11NO molecule.

The geometry in ORCA input format:
```
! wB97M-V def2-TZVPD RIJCOSX def2/J DEFGRID3
* xyz 0 1
C 0.382 2.463 0.703
C -0.003 1.116 1.277
C -1.251 0.605 0.666
N 0.034 0.103 0.123
C 0.494 -1.276 0.329
C 0.568 -2.018 -0.996
O -0.691 -2.153 -1.620
H 1.470 2.596 0.661
H -0.013 3.253 1.351
H -0.018 2.665 -0.319
H 0.251 0.475 -0.805
H -1.821 1.165 -0.089
H -1.841 -0.164 1.166
H 1.467 -1.243 0.826
H -0.218 -1.768 0.997
H 1.296 -1.517 -1.659
H 0.936 -3.033 -0.824
H -1.043 -1.269 -1.788
*
```

Values from the calculation:
orbital gap	0.292	Ha

=====

Entry 11:
ORCA calculation (ωB97M-V/def2-TZVPD) on a single C5H11NO molecule.

The geometry in ORCA input format:
```
! wB97M-V def2-TZVPD RIJCOSX def2/J DEFGRID3
* xyz 0 1
C 0.963 1.713 -1.075
C 0.316 1.116 0.149
C -1.106 1.361 0.495
N -0.694 0.098 -0.092
C -0.682 -1.075 0.771
C 0.393 -2.033 0.281
O 0.087 -2.517 -1.006
H 1.739 1.044 -1.466
H 1.423 2.683 -0.857
H 0.212 1.853 -1.860
H 0.982 0.948 1.001
H -1.722 2.006 -0.128
H -1.368 1.364 1.555
H -0.533 -0.822 1.836
H -1.652 -1.575 0.672
H 1.372 -1.522 0.292
H 0.466 -2.898 0.947
H -0.196 -1.744 -1.516
*
```

Values from the calculation:
SMILES	C[C@H]1CN1CCO
orbital gap	0.389	Ha

=====

Entry 12:
ORCA calculation (ωB97M-V/def2-TZVPD) on a molecular structure, C5H11NO.

The geometry in ORCA input format:
```
! wB97M-V def2-TZVPD RIJCOSX def2/J DEFGRID3
* xyz 0 1
C 0.326 -1.434 1.520
C 1.337 1.675 -0.181
C 1.015 0.206 -0.140
N 0.068 -0.224 0.757
H 1.856 -0.465 -0.357
H 1.342 -1.823 1.384
H -0.379 -2.214 1.206
H 0.193 -1.211 2.580
H 0.441 2.281 -0.056
H 2.000 1.889 0.664
H 1.851 1.954 -1.103
C -1.978 0.283 -0.762
C -0.774 -0.627 -0.771
O -0.744 -1.787 -1.123
H 0.282 0.050 -1.333
H -2.704 -0.140 -0.068
H -1.723 1.293 -0.452
H -2.409 0.294 -1.765
*
```

Values from the calculation:
orbital gap	0.337	Ha

=====

Entry 13:
ORCA calculation (ωB97M-V/def2-TZVPD) on 2 unconnected molecules or ions with the total composition C5H11NO.

The geometry in ORCA input format:
```
! wB97M-V def2-TZVPD RIJCOSX def2/J DEFGRID3
* xyz 0 1
O 1.203 2.191 -0.077
C 0.195 1.681 0.380
N -0.993 0.497 0.095
C 0.177 0.170 0.735
C 1.195 -0.696 -0.046
C 1.162 -0.479 -1.561
C 2.604 -0.513 0.539
H -0.439 2.372 0.947
H -9.114 -0.498 0.060
H 0.129 -0.082 1.806
H -9.251 -0.397 0.763
H 0.863 -1.727 0.141
H 1.768 -1.197 -2.112
H 1.549 0.505 -1.815
H 0.122 -0.524 -1.893
H 2.647 -0.762 1.596
H 3.343 -1.092 -0.007
H 2.842 0.549 0.451
*
```

Values from the calculation:
orbital gap	0.257	Ha

=====

Entry 14:
ORCA calculation (ωB97M-V/def2-TZVPD) on a single C5H11NO molecule.

The geometry in ORCA input format:
```
! wB97M-V def2-TZVPD RIJCOSX def2/J DEFGRID3
* xyz 0 1
N 2.135 2.503 0.417
C 1.799 1.411 -0.470
C 0.784 0.545 -0.237
C 0.441 -0.701 -0.940
C -1.046 -0.837 -0.730
C -1.109 -1.436 0.674
O -2.539 -1.553 1.126
H 1.483 2.698 1.154
H 2.389 3.343 -0.182
H 2.244 1.507 -1.449
H 0.168 0.865 0.619
H 0.635 -0.641 -1.981
H 1.034 -1.583 -0.556
H -1.634 -1.494 -1.435
H -1.689 0.137 -0.874
H -0.709 -2.596 0.667
H -0.752 -0.594 1.318
H -3.025 -0.631 1.017
*
```

Values from the calculation:
SMILES	N/C=C/CCCO
orbital gap	0.337	Ha

=====

Entry 15:
ORCA calculation (ωB97M-V/def2-TZVPD) on 2 unconnected molecules or ions with the total composition C5H11NO.

The geometry in ORCA input format:
```
! wB97M-V def2-TZVPD RIJCOSX def2/J DEFGRID3
* xyz 0 1
C 0.083 -0.813 0.595
C 0.200 -2.218 0.059
C -1.861 0.023 0.530
C 0.714 0.252 -0.110
N -0.280 2.595 -0.440
C 1.963 0.502 -0.521
O -0.361 1.151 -0.562
H 0.153 -0.732 1.678
H 0.580 2.877 0.023
H -0.183 2.893 -1.409
H 0.013 -2.246 -1.017
H -0.532 -2.885 0.532
H 1.189 -2.657 0.239
H -2.441 0.808 0.055
H -2.313 -0.884 0.143
H -1.891 0.151 1.606
H 2.789 -0.085 -0.141
H 2.179 1.267 -1.258
*
```

Values from the calculation:
orbital gap	0.336	Ha

=====

Entry 16:
ORCA calculation (ωB97M-V/def2-TZVPD) on 2 unconnected molecules or ions with the total composition C5H11NO.

The geometry in ORCA input format:
```
! wB97M-V def2-TZVPD RIJCOSX def2/J DEFGRID3
* xyz 0 1
C 2.531 -1.152 -0.758
C 1.601 -1.762 0.004
C 0.274 -1.055 0.095
C -0.745 -1.578 0.938
N -1.881 -0.992 1.482
C -1.834 0.580 1.154
H 3.357 -1.739 -1.192
H 2.472 -0.083 -0.913
H 1.745 -2.810 0.334
H 0.263 0.083 0.038
H -0.480 -2.609 1.269
H -2.792 -1.363 1.211
H -0.801 0.905 1.360
H -2.219 1.050 2.154
H -2.315 1.088 0.269
O 0.438 3.728 -2.141
H 0.862 4.143 -2.813
H -0.475 3.565 -2.491
*
```

Values from the calculation:
SMILES	C=C/C=C/NC.O
orbital gap	0.308	Ha

=====

Entry 17:
ORCA calculation (ωB97M-V/def2-TZVPD) on 2 unconnected molecules or ions with the total composition C5H11NO.

The geometry in ORCA input format:
```
! wB97M-V def2-TZVPD RIJCOSX def2/J DEFGRID3
* xyz 0 1
C 0.458 1.187 -1.335
C -0.730 0.564 -1.559
C -1.195 -0.776 -1.006
C -2.409 -0.446 -0.144
H 0.837 1.947 -2.033
H 1.135 0.761 -0.572
H -1.537 1.143 -2.027
H -1.368 -1.578 -1.752
H -0.376 -1.212 -0.383
H -3.385 -0.417 -0.665
H -2.496 -1.203 0.646
H -2.279 0.521 0.369
N 2.611 0.489 1.982
C 2.023 -0.655 1.517
O 1.388 -1.420 2.230
H 2.535 0.709 2.985
H 2.615 1.254 1.300
H 2.172 -0.869 0.449
*
```

Values from the calculation:
SMILES	C=CCC.NC=O
orbital gap	0.380	Ha

=====

Entry 18:
ORCA calculation (ωB97M-V/def2-TZVPD) on a single C5H11NO molecule.

The geometry in ORCA input format:
```
! wB97M-V def2-TZVPD RIJCOSX def2/J DEFGRID3
* xyz 0 1
C -1.214 0.430 1.415
N -1.763 0.379 0.056
C -0.996 -0.549 -0.602
O -1.466 -1.582 -1.041
C 0.540 -0.227 -0.920
C 1.379 -1.190 -0.120
C 0.941 1.226 -0.697
H -1.998 0.216 2.135
H -0.810 1.426 1.599
H -0.235 -0.223 1.660
H -2.739 0.100 0.034
H 0.583 -0.481 -1.983
H 1.052 -1.047 1.009
H 2.445 -1.032 -0.266
H 1.125 -2.220 -0.361
H 1.126 1.436 0.354
H 0.165 1.905 -1.041
H 1.867 1.432 -1.232
*
```

Values from the calculation:
SMILES	CNC(=O)C(C)C
orbital gap	0.383	Ha

=====

Entry 19:
ORCA calculation (ωB97M-V/def2-TZVPD) on 2 unconnected molecules or ions with the total composition C5H11NO.

The geometry in ORCA input format:
```
! wB97M-V def2-TZVPD RIJCOSX def2/J DEFGRID3
* xyz 0 1
C 1.702 -1.577 -0.024
C 0.419 -1.285 0.738
N -0.065 0.049 0.405
C -1.468 0.299 0.562
C -0.874 0.128 -0.802
C -0.660 1.315 -1.682
O -0.277 2.389 -1.286
H 2.092 -2.568 0.232
H 2.461 -0.827 0.214
H 1.525 -1.550 -1.105
H -0.342 -2.058 0.520
H 0.601 -1.305 1.818
H -2.107 -0.512 0.917
H -1.736 1.299 0.896
H -1.105 -0.807 -1.317
H -0.898 1.158 -2.755
H 0.355 3.156 1.628
H 0.375 2.695 1.042
*
```

Values from the calculation:
SMILES	CCN1C[C@H]1C=O.[H][H]
orbital gap	0.385	Ha

=====

Entry 20:
ORCA calculation (ωB97M-V/def2-TZVPD) on 2 unconnected molecules or ions with the total composition C5H11NO.

The geometry in ORCA input format:
```
! wB97M-V def2-TZVPD RIJCOSX def2/J DEFGRID3
* xyz 0 1
C 1.017 2.064 1.944
C 0.896 1.967 0.594
C 0.113 0.994 -0.251
C 0.013 1.188 -1.736
C -0.239 -0.065 0.589
N 0.049 -1.525 0.437
H 0.212 1.523 2.527
H 1.838 2.573 2.485
H 1.400 2.781 0.074
H 0.594 0.491 -2.434
H 0.427 2.217 -1.987
H -1.042 1.194 -1.974
H -0.720 0.183 1.541
H 0.409 -1.536 -0.498
H -0.796 -2.124 0.595
O -1.167 -3.945 -0.288
H -0.944 -4.240 -1.192
H -2.061 -3.741 -0.424
*
```

Values from the calculation:
SMILES	C=C/C(C)=C/N.O
orbital gap	0.273	Ha

=====

In g/mol, the M values for the records above are, in order, 159.17; 159.17; 159.24; 141.18; 155.19; 101.15; 101.15; 101.15; 101.15; 101.15; 101.15; 101.15; 101.15; 101.15; 101.15; 101.15; 101.15; 101.15; 101.15; 101.15.
In eV/Å, the largest force on an atom values for the records above are, in order, 3.87; 6.56; 6.14; 5.16; 5.75; 2.85; 2.57; 2.06; 1.34; 0.37; 0.41; 2.29; 4.79; 3.50; 3.45; 4.79; 1.94; 3.07; 0.53; 4.28.